66
Properties=species:S:1:pos:R:3:forces:R:3 method="wB97M-V/def2-TZVPD" charge=0 smiles="NC(N)=O.NC(N)=O.NC(N)=O.NC(N)=O.NC(N)=O.NC(N)=O.CO.CO.CO" e_above_lowest_kcal_mol=55.3 max_force_ev_per_a=5.3 homo_ha=-0.3271 lumo_energy_ha=0.00926 mol_weight_da=456.462 homo_lumo_gap_ev=9.15
H 0.85112 22.41669 14.83634 0.6326 -0.2311 -0.0867
N 4.48739 18.69066 21.74809 1.8749 0.7562 -0.3807
N 3.66001 18.03914 12.57948 0.9907 -1.5877 -0.7237
N 1.53827 18.53859 12.21695 -0.1628 0.2838 0.0889
H 0.12639 12.74395 18.42895 -0.0497 -0.1070 -0.2472
H -2.27338 21.92335 14.10931 0.2320 -0.1308 0.0791
H -0.59954 16.65005 16.89028 -0.0843 0.1787 0.2385
N 1.64173 18.26913 18.31723 -2.1030 -3.2026 1.2320
N 3.43540 17.55968 23.32901 0.4452 -1.2791 3.2978
H 1.17501 24.07296 17.80320 -0.2336 -0.3546 -0.3125
H 1.00535 15.21360 17.42957 0.1229 0.0706 -0.1158
H 2.66693 16.98200 23.62821 0.1639 0.0877 -0.1706
N 0.83178 21.54227 14.33952 1.2995 0.3388 0.5362
C -0.36388 21.12900 13.94928 -0.2591 1.6497 0.2050
H 1.07375 17.62761 17.78147 0.1931 0.3143 0.2397
H 7.12609 22.93626 19.61847 0.1685 0.4254 -0.3515
H 2.67632 21.98706 18.96312 -0.0903 -0.4405 0.1221
H -1.04439 22.75896 14.99653 -0.2995 -0.1326 -0.1093
H 4.55090 19.20955 20.88423 0.1835 0.2314 0.1183
H 1.22076 18.71283 15.98431 0.0786 0.2374 0.0370
H -0.23631 13.50525 16.82565 -0.2637 -0.1054 0.1937
H 4.29659 17.50114 23.84902 -0.2442 -0.0917 0.0560
N -1.30540 22.01540 14.37136 -1.4916 0.1432 0.0883
H 4.61522 18.10212 12.88954 -0.3084 0.2414 0.0239
H 2.87894 14.52391 19.04934 0.1264 -0.0544 0.0274
C -0.36077 16.50187 14.98644 1.0842 -0.0663 -1.7722
C 5.83157 21.75225 18.80922 -1.2921 -1.5322 0.7570
N 5.18338 21.50613 17.69690 -1.1639 -0.9117 -1.3715
N 4.61036 16.06773 19.35971 -0.9482 5.2122 -0.1941
H 1.60570 17.68716 11.68710 -1.0535 0.2511 -0.0003
H -0.60909 15.45510 14.80370 -0.3105 -0.1278 0.6776
H -1.13499 17.14271 14.56357 -0.2180 0.1539 0.5804
C 2.05808 23.43769 17.87331 0.3011 0.2716 0.7073
H 4.45651 20.83694 17.94139 -0.6152 -0.1913 -1.3473
O 5.61352 21.06268 19.80869 0.5950 0.1771 0.5792
H 2.31071 20.10163 15.93707 -0.3510 -0.3445 -0.4404
H 1.32850 12.76760 17.08174 0.0855 -0.1413 0.1933
H 1.65758 21.04664 14.01826 0.1859 0.0313 -0.0234
N 6.64327 22.76536 18.74944 2.8285 2.5253 1.3486
H 0.72638 19.05708 12.53518 -0.7437 -0.1964 -0.4400
N 3.75148 14.11951 19.35726 -2.8013 -3.4542 0.0796
N 1.84337 19.36176 16.43672 -0.2579 1.5517 -3.3702
O 5.99125 14.37067 19.68118 -0.5193 -0.5475 0.4784
O 2.83336 19.89025 13.49631 0.1906 1.9160 1.3465
O 0.11937 16.83138 16.27577 -0.8181 -0.5222 0.1409
H 2.33390 22.94268 16.94021 -0.2019 0.1647 -0.2938
C 4.84252 14.80478 19.54849 3.6563 -0.6834 -0.7457
O -0.57827 20.16809 13.24568 -0.5444 -1.5000 -0.6820
H 6.73402 23.38424 17.96195 0.0193 -0.1586 0.2418
C 2.20917 19.25808 17.67066 1.0210 -1.1343 2.2236
C 2.67742 18.90820 12.82007 0.2943 -0.7358 -0.4994
H 2.85002 24.13651 18.15397 0.3134 0.0259 -0.1705
H 3.35566 17.28743 11.98368 1.0133 -0.2595 0.1655
O 2.39871 17.87588 21.44761 -1.0244 -0.0469 -1.7411
C 0.52138 13.30266 17.58288 0.5529 1.1737 0.2687
H 0.49703 16.64454 14.32699 0.0599 0.1842 -0.0344
H 1.93676 17.90703 19.21150 0.2213 0.8015 0.3288
H 5.24952 22.07350 16.86881 -0.2491 -0.2509 0.1321
O 3.06337 19.91614 18.23074 1.2394 1.6888 0.4596
H 5.16895 18.72581 22.48829 0.4615 0.6620 -0.7655
H 3.67099 16.43035 19.41770 0.0714 -0.0895 0.0285
H 5.29549 16.80617 19.37460 0.3373 -0.5966 0.2469
C 3.41032 18.03973 22.10341 -1.8378 -0.2422 -0.8841
H 3.80997 13.11397 19.32079 0.0900 0.1947 0.1557
O 1.85987 22.49291 18.89944 -0.1878 0.2810 -0.0646
O 1.01617 14.56286 18.13926 -0.4060 -0.7744 -0.3854

24
Properties=species:S:1:pos:R:3:forces:R:3 method="wB97M-V/def2-TZVPD" charge=0 smiles=O.O.O.O.O.O.O.O e_above_lowest_kcal_mol=50.0 max_force_ev_per_a=0.9 homo_ha=-0.3891 lumo_energy_ha=-0.00467 mol_weight_da=144.120 homo_lumo_gap_ev=10.46
O -0.50427 2.15525 -2.50856 -0.0175 0.5879 -0.1896
O -2.06033 0.41621 2.92058 -0.1603 0.2787 0.0390
O -0.06375 0.65748 -0.28675 -0.1616 0.6485 -0.1363
H -1.48821 0.57728 3.67639 -0.0119 -0.0087 -0.0421
H 0.20070 -1.32228 3.03134 -0.0990 -0.0866 -0.0923
H 1.16124 -1.41970 -2.16300 -0.0057 -0.0972 0.1067
O 3.01222 0.05806 2.36094 0.0634 0.2744 0.0122
H 2.98110 0.94453 1.98237 0.1165 -0.0948 0.0014
H 1.32124 -0.66202 -0.84244 0.0581 -0.1531 -0.5620
H -0.00427 2.97423 -2.39926 0.0129 -0.1383 -0.1479
H -1.38123 -1.30123 -3.08301 -0.0859 0.0778 0.1162
H 1.28305 -0.69503 2.14571 -0.2991 -0.3462 0.1072
O -1.62827 -0.38036 -3.22630 0.1629 0.0398 -0.0152
O 0.36301 -1.02374 2.13135 0.4786 0.3782 -0.0438
H -0.88706 0.13528 -2.87981 -0.0792 -0.1968 -0.0854
O -1.46632 -2.24970 -0.35073 -0.0424 0.1471 -0.1682
H -1.50615 0.61061 2.15485 0.0329 -0.2961 0.0388
H 0.40315 1.15707 0.39146 -0.1125 -0.1187 0.0497
H -2.39867 -2.12541 -0.55745 0.0572 0.0223 0.0357
H -1.17219 -1.38534 -0.02785 0.0730 -0.1195 0.0703
H -1.30127 2.41085 -2.99295 0.0261 -0.1806 0.1270
H -0.23637 1.30500 -1.01610 0.0264 -0.6678 0.5568
H 3.55133 0.14819 3.15517 -0.0614 -0.0839 -0.0579
O 1.82133 -0.98522 -1.61594 0.0285 0.1335 0.2799